Record 1
Density functional theory data (the ωB97M-V functional and the def2-TZVPD basis) for a structure of composition C4H8FN.

XYZ file:
```
14
Properties=species:S:1:pos:R:3:forces:R:3
C 1.797804 -0.041468 0.218811 -0.54 -0.69 -0.27
C -0.447790 1.047365 -0.036591 0.14 1.32 0.82
C -1.518657 0.045914 -0.390547 -1.06 -0.18 -1.12
C -0.438619 -0.970200 -0.109932 -0.32 -0.64 -1.01
H 2.476294 0.719014 -0.095990 0.43 0.77 0.17
H 2.203387 -0.968811 -0.133785 0.64 -0.65 0.09
H 1.643202 -0.119891 1.300503 0.21 0.32 0.14
H -0.385782 1.190493 1.059598 -0.07 -0.20 -0.13
H -0.478232 2.051386 -0.464999 0.24 -0.20 -0.38
H -1.787331 0.139970 -1.470486 0.26 -0.27 0.81
H -0.414916 -1.149789 0.944491 0.06 -0.17 1.04
H -0.469223 -1.928453 -0.619093 0.30 -0.04 -0.33
N 0.557528 0.053388 -0.498713 -1.35 0.32 0.18
F -2.737670 -0.068920 0.296731 1.06 0.33 -0.01
```
Positions in Å, forces in eV/Å.

Computed properties:
ΔE to the lowest compared entry with this formula, charge and spin	1.203	eV
max |F|	0.03029	Eh/bohr
LUMO	0.0423	hartree

***

Record 2
Density functional theory data (the ωB97M-V functional and the def2-TZVPD basis) for a cluster of 2 separate species, C4H8FN2 in total.

XYZ file:
```
15
Properties=species:S:1:pos:R:3:forces:R:3
C -1.486692 -0.737345 -1.659585 -0.45 -1.18 -2.28
C -1.293680 -0.075296 -0.580070 -0.15 1.83 -0.35
C 1.375816 1.365922 1.192314 0.21 2.25 -1.13
C -1.645837 -2.273761 -1.794466 -0.12 -0.90 1.50
N 1.651664 0.524308 2.086491 0.88 -2.29 4.55
N 1.697532 2.643935 1.108559 0.77 -0.11 0.74
F -1.293746 0.258808 0.671616 0.13 -0.78 -0.38
H -1.370822 -0.338927 -2.775147 -0.23 0.14 2.75
H -1.145655 -2.438884 -2.724816 0.02 -0.74 -0.63
H -0.976196 -2.720845 -1.002756 -1.01 0.10 -0.77
H -2.687610 -2.803234 -1.788479 1.80 1.51 0.06
H 1.428380 -0.488215 2.144137 -0.15 1.04 -1.17
H 1.976866 0.750347 3.091842 -0.36 0.36 -2.02
H 1.357520 3.172479 0.318100 -0.08 -0.01 0.03
H 2.412459 3.160707 1.712261 -1.26 -1.22 -0.90
```
Positions in Å, forces in eV/Å.

Computed properties:
net charge	+1
ΔE to the lowest compared entry with this formula, charge and spin	7.099	eV
max |F|	0.10054	Eh/bohr
LUMO (alpha / beta)	-0.1212 / -0.2641	hartree

***

Record 3
Density functional theory data (the ωB97M-V functional and the def2-TZVPD basis) for an isolated molecule of C4H8FNS.

XYZ file:
```
15
Properties=species:S:1:pos:R:3:forces:R:3
C 0.663280 -1.263956 0.073929 1.89 -1.08 2.78
C 0.628450 0.246435 0.429198 1.40 1.83 -1.32
C 0.746010 0.532155 1.914683 0.28 -2.47 1.85
C -0.483182 1.031188 -0.269207 -0.11 0.24 -0.08
H 0.342019 -1.604160 -0.930233 -0.05 0.62 0.71
H -0.021583 -1.772298 0.997064 2.09 0.85 -2.81
H 1.882849 -1.537921 0.168599 -3.58 0.21 0.04
H 1.632205 0.855814 0.223813 -1.89 -1.44 -0.93
H 0.771868 1.543732 2.159819 -1.15 1.80 0.07
H 0.039768 -0.106367 2.543330 0.91 0.99 -0.66
H -2.175262 0.526396 -3.770474 -0.10 -0.23 -0.96
H -2.725872 -0.678569 -2.491983 0.16 0.00 -0.11
N -1.305369 1.435250 -1.032119 5.09 3.01 7.60
F 2.099904 0.249248 2.414686 -1.39 -0.59 -1.09
S -2.095087 0.543053 -2.431104 -3.54 -3.74 -5.10
```
Positions in Å, forces in eV/Å.

Computed properties:
ΔE to the lowest compared entry with this formula, charge and spin	4.876	eV
max |F|	0.18733	Eh/bohr
LUMO	0.0238	hartree

***

Record 4
Density functional theory data (the ωB97M-V functional and the def2-TZVPD basis) for an isolated molecule of C4H8FP.

XYZ file:
```
14
Properties=species:S:1:pos:R:3:forces:R:3
C 0.060602 0.410618 -0.308353 1.40 1.55 4.19
C -1.681297 -1.290919 -0.742349 0.06 0.03 0.04
C 2.221589 0.878746 1.486931 -0.26 0.00 -0.12
C -1.271927 0.179338 -0.904254 0.04 -0.25 -0.20
F 1.101811 -0.101859 -0.996948 -0.43 0.03 -0.18
P 0.390804 1.123662 1.363777 -0.90 -1.38 -3.63
H -0.965864 -1.941238 -1.242677 -0.01 -0.06 -0.02
H -2.665950 -1.461380 -1.168299 -0.09 -0.04 -0.08
H -1.706980 -1.555453 0.314277 -0.01 -0.01 -0.01
H 2.462148 -0.182095 1.525039 0.08 -0.02 -0.02
H 2.732279 1.338021 0.642415 0.07 -0.03 0.02
H 2.557369 1.351100 2.410152 0.01 -0.01 -0.04
H -1.996647 0.825632 -0.409144 0.07 0.06 -0.03
H -1.237939 0.425826 -1.970565 -0.04 0.12 0.06
```
Positions in Å, forces in eV/Å.

Computed properties:
SMILES	CC/C(F)=P/C
ΔE to the lowest compared entry with this formula, charge and spin	0.000	eV
max |F|	0.09100	Eh/bohr
LUMO	0.0133	hartree